[1]
Computed, not measured: a structure of composition C27H46AsIrN2O2S2Se2Si2, with wB97M-V/def2-TZVPD.

Atoms and positions in Å:
H  1.7374  -5.3124  0.8848
H  4.0534  1.3343  2.9797
H  -0.9380  -4.7526  -1.8784
H  -3.7418  -1.2923  -2.8220
H  -1.3611  -0.1636  3.8249
H  -1.4058  1.9534  -4.2692
H  -3.2402  -2.4701  0.8894
H  1.8826  -4.5086  -2.2255
H  4.1208  5.9034  0.3563
N  -0.4430  1.0454  2.3075
C  3.3132  4.0580  1.0983
H  -3.6772  0.7674  -5.3510
O  -1.7368  -1.7228  -3.2183
H  1.0471  3.3332  2.3885
H  3.4742  -5.0237  0.9840
H  4.9075  -2.8703  0.0338
H  1.0429  0.5801  3.7007
H  -2.4314  1.7142  3.9402
Si  2.5031  -3.1395  -0.2234
C  -1.3437  2.9265  0.9659
C  -1.0375  -0.2093  2.7744
C  3.6059  3.1016  -1.4769
C  -2.2455  3.9901  0.8677
H  -4.7869  0.7111  -3.9680
H  -0.2877  -0.9969  2.6823
S  -0.1554  2.7526  -0.3244
Se  0.3442  0.7179  -2.9991
H  -1.8975  -0.4691  2.1617
H  -3.2400  -1.2405  -4.5283
H  -3.4072  -4.2059  0.5360
C  -2.9152  -3.2734  0.2331
C  3.0625  2.2657  -0.5055
H  -1.5248  -5.8358  -0.6103
H  3.6417  -4.4349  -2.0087
N  2.3912  1.8856  1.7786
H  3.1931  4.4339  2.1077
C  -1.4098  2.1094  2.1032
H  4.1832  -1.2949  -0.3805
H  -0.9392  -3.3241  2.7969
C  3.9969  4.4004  -1.1749
H  -1.5112  -4.9351  2.3532
H  3.8833  0.4885  1.4147
H  -1.9622  -2.6494  -3.1045
C  -2.9257  -1.0083  -3.4989
As  0.4753  -1.9076  -0.2826
H  -3.2493  -3.0134  -0.7690
Si  -1.0695  -3.5948  0.3282
C  2.9325  2.7549  0.8034
H  -4.0449  3.5514  3.7000
C  -2.7119  0.5046  -3.4156
C  2.4912  -4.5443  1.0397
Se  -2.3309  0.0965  -0.4790
O  -3.8419  2.5123  -4.3629
C  -0.7848  -4.1545  2.1048
H  4.0695  -1.9199  1.2694
C  2.7135  -3.8584  -1.9467
H  -3.7745  2.8375  -3.4579
S  2.5447  0.6379  -0.9312
H  2.8159  0.0713  2.7447
Ir  0.1337  0.4506  -0.5734
C  0.5462  1.4716  3.3143
H  -3.9711  1.3363  -1.8541
C  -3.8168  1.0937  -4.3179
H  -2.3633  2.0722  -1.9605
H  -1.1728  0.3181  -4.9041
C  3.8392  4.8858  0.1133
C  -1.3614  0.8999  -3.9979
C  1.5690  2.4686  2.8026
H  3.6776  2.7282  -2.4907
H  -2.1918  4.6213  -0.0113
C  -2.3781  2.3557  3.0687
C  3.3371  0.8996  2.2601
C  -0.7917  -5.0555  -0.8382
H  2.7605  -3.0475  -2.6771
H  2.1599  2.8177  3.6711
C  -3.2074  4.2269  1.8355
H  2.3771  -4.1503  2.0518
C  -3.2873  3.3954  2.9419
C  -2.9094  1.1265  -2.0228
H  0.0196  1.9309  4.1648
H  0.2153  -4.5527  2.2729
C  4.0612  -2.1982  0.2135
H  4.4003  5.0365  -1.9537
H  -3.9009  5.0509  1.7162
H  0.2008  -5.4948  -0.7661

## Properties
total charge = -1
2S+1 = 2
Kohn-Sham gap (spin up / spin down) = 6.5389 / 5.2165 eV
HOMO energy (spin up / spin down) = -4.068 / -3.854 eV
expectation value of S² = 0.781

[2]
Computed, not measured: a structure of composition C27H46BrFeNOP2S, with wB97M-V/def2-TZVPD.

Atoms and positions in Å:
C  -0.7966  3.5631  0.3009
H  -4.2929  -0.6429  -1.7353
C  -0.8646  -3.2341  2.8675
H  4.6571  5.1406  -6.2418
H  -2.7615  2.7126  -0.2717
H  -2.6097  3.1041  2.8227
H  0.0734  3.2909  -5.8168
H  -0.2828  -0.8098  -2.9351
C  -2.7667  -0.3183  -0.2654
H  -2.9995  0.3891  -2.3260
H  -1.4365  -3.9268  -0.6140
C  2.0044  3.4558  -4.7904
C  3.6518  4.7190  -6.1018
N  2.7718  4.8736  -7.1025
C  1.3155  -5.8918  0.3384
C  1.9911  -0.8586  -0.1953
H  4.0574  3.9439  -4.1506
H  1.1865  -6.6383  1.1339
C  1.2014  -1.3597  -1.2809
H  1.3088  -2.4313  -1.5064
C  0.8770  0.9191  -2.1480
H  3.9431  2.0108  2.3548
H  -0.0593  -2.5075  2.7007
H  1.5680  0.3181  4.7578
C  0.6684  1.7864  -3.3083
P  -1.6367  0.8774  0.5881
C  1.6616  2.6940  -3.5698
C  0.6488  -0.5037  -2.3490
H  4.1928  1.0939  3.8820
H  2.3970  -5.7792  0.1503
H  -4.1784  1.0752  -1.1789
C  1.5387  4.3985  -6.9960
H  2.8779  0.9765  0.5527
H  -2.7352  -6.0439  0.2572
C  -3.6196  0.1709  -1.4422
C  1.5555  1.4127  -1.0010
H  -3.6513  -4.9156  -0.7398
H  0.1263  -4.2421  4.5474
P  -0.8623  -4.5721  1.5863
C  -1.9061  1.0510  2.3139
H  -0.1636  1.6531  -4.0118
O  1.0857  2.5567  2.9281
H  2.3594  1.3301  6.0293
H  0.6734  -3.8481  -0.0799
C  1.0900  3.7081  -5.8424
H  -0.3301  4.1593  -0.5193
Br  2.7940  -1.8941  1.2701
H  -2.3600  -3.0084  0.5545
S  2.2074  2.4315  3.9122
H  0.0377  3.1846  0.9313
Fe  -0.7506  -0.1104  -1.1197
H  -1.8156  -2.7020  2.7164
C  -2.9840  2.0709  2.7775
C  2.1883  0.5133  -0.1307
H  1.7152  2.5040  -0.9597
C  3.4541  1.3951  3.1290
C  -3.1266  -5.0266  0.2079
H  -1.3655  2.2662  -1.3164
H  -2.2341  -1.2745  -0.5499
H  -3.3921  -0.6006  0.5909
C  -1.6993  2.4294  -0.2692
H  -2.1828  0.0512  2.7057
H  0.6765  1.6794  5.5264
H  2.5005  2.7834  -2.8564
H  -3.8463  -4.9009  1.0145
H  -0.9236  1.3272  2.7466
H  0.8522  -6.2813  -0.5804
H  1.4286  -4.0632  1.4703
H  -1.4146  4.2535  0.9155
H  2.9479  0.5208  2.6842
C  0.7358  -4.5365  0.7685
C  -0.8524  -3.8580  4.2607
H  -1.1658  -3.1410  5.0219
C  -1.9875  -4.0151  0.3299
H  -3.8718  2.0643  2.1292
H  0.8534  4.5572  -7.8385
C  1.6487  1.3100  5.2004
C  3.2911  4.0703  -4.9130
H  -3.3393  1.8374  3.7937
H  -1.5488  -4.6977  4.2849

## Properties
total charge = +2
2S+1 = 5
Kohn-Sham gap (spin up / spin down) = 7.5808 / 3.8505 eV
HOMO energy (spin up / spin down) = -13.009 / -13.082 eV
expectation value of S² = 6.053

[3]
Computed, not measured: a structure of composition C27H46BrN3OP2Ti, with wB97M-V/def2-TZVPD.

Atoms and positions in Å:
C  -4.2524  2.1444  0.1913
H  -5.1989  1.8986  -0.3165
H  2.5036  2.7629  3.0171
H  1.1174  -0.1646  3.0690
H  -0.3003  -2.7088  -0.6140
C  -2.3810  -1.1951  -2.9262
C  3.3871  -3.1475  1.8684
P  0.6638  1.8307  1.7615
H  0.3930  4.7867  0.8475
C  0.3422  -1.6107  -3.2205
C  -0.5447  -2.6689  -3.4375
H  3.7192  0.9182  1.7095
H  1.3886  -1.6463  -3.5033
H  3.5186  -2.0963  1.5930
C  0.9428  0.4884  -2.0349
C  -2.0774  -1.5721  1.2674
H  -0.1659  3.5861  -0.3508
H  -0.1486  -3.6022  -3.8199
C  3.4962  0.7677  -2.2988
C  4.5000  2.7318  -3.2727
P  -3.4516  -0.4217  0.8521
H  0.4341  2.2822  4.8060
C  2.2868  2.6428  1.9431
C  0.5073  0.7427  3.2333
H  -0.0657  -4.2565  0.1544
H  -3.9741  -1.3424  -1.2449
H  2.5364  2.7504  -2.3946
H  -1.7556  0.6992  -2.0191
C  4.6738  0.0562  -2.6602
H  0.7823  1.5718  -2.1457
C  5.7018  0.7558  -3.3088
H  -0.5432  0.4160  3.2255
H  2.2321  3.6509  1.5034
H  -1.3382  4.6988  0.4087
H  1.8376  -4.5555  1.4221
C  1.2849  -2.7707  0.6701
C  -2.5998  -2.4588  2.3978
H  -3.0566  -3.3792  2.0174
H  0.5856  0.6200  5.3739
H  -3.3676  -1.9220  2.9790
C  -0.6786  3.0878  1.7141
H  2.5110  -1.0568  -1.7841
H  -4.4364  2.2052  1.2746
H  -3.2916  0.8099  -1.1738
C  2.3219  0.0254  -1.7610
H  4.7604  -1.0282  -2.5031
H  -3.9277  3.1337  -0.1635
N  2.0917  -3.5692  1.3568
C  -1.9147  -2.5097  -3.1561
H  -6.3335  -1.8249  -1.2590
C  -4.4486  -1.4759  -0.2709
H  1.9798  1.4328  4.6762
C  -0.4319  4.1019  0.5863
H  -1.8014  -2.7460  3.0903
H  4.1801  -3.7457  1.4138
N  5.6071  2.0603  -3.6285
H  -0.7275  3.5497  2.7145
H  4.1300  2.4019  0.8416
C  -5.9460  -1.1932  -0.4392
C  0.8997  1.3193  4.5932
H  -6.1622  -0.1439  -0.7029
H  -2.1726  1.4549  0.0871
H  -4.3222  -2.5295  0.0120
C  -3.1811  1.0809  -0.1214
Ti  1.1141  0.2345  -0.1222
H  6.6243  0.2372  -3.6076
H  2.8042  1.3754  0.2026
C  -1.4503  -0.2299  -2.4710
C  -0.0791  -0.4405  -2.5789
H  -1.8162  -2.1532  0.3765
H  -1.1931  -0.9866  1.5731
C  3.2760  1.7756  1.1543
H  -6.5088  -1.4658  0.4659
N  0.2246  -3.2972  0.0287
H  -3.4433  -0.9382  -3.0290
H  -1.6465  2.5789  1.5695
H  4.4752  3.8032  -3.5571
Br  -3.0168  -3.9857  -3.0623
C  3.4119  2.1302  -2.6009
H  3.4140  -3.2566  2.9539
O  1.4901  -1.5050  0.5643

## Properties
total charge = +2
2S+1 = 3
Kohn-Sham gap (spin up / spin down) = 6.8785 / 3.1861 eV
HOMO energy (spin up / spin down) = -12.068 / -12.277 eV
expectation value of S² = 2.014

Values for electronic energy, eV, ordered as above
-267621.1778, -166104.3569, -146981.5884